1.
{"formula": "C3H7NO", "method": "ωB97M-V/def2-TZVPD", "gap_ha": 0.347, "total_energy_ha": -248.43290, "fmax_ev_per_a": 2.180, "elements": ["C", "C", "N", "C", "O", "H", "H", "H", "H", "H", "H", "H"], "positions_angstrom": [[0.918, 1.311, 0.149], [-0.260, 0.555, -0.451], [0.008, -0.865, -0.537], [-0.506, -1.862, 0.144], [-1.461, -1.534, 1.046], [0.704, 2.382, 0.188], [1.826, 1.169, -0.449], [1.123, 0.958, 1.165], [-0.493, 0.919, -1.457], [-1.156, 0.666, 0.164], [0.731, -1.199, -1.154], [-1.435, -2.499, 1.192]], "forces_ev_per_angstrom": [[0.05, 0.07, 0.05], [-0.16, 0.24, 0.04], [0.12, -0.25, -0.04], [0.89, 0.07, -0.90], [0.66, -0.91, -0.50], [0.04, -0.09, 0.01], [-0.15, 0.02, 0.07], [-0.04, 0.06, -0.15], [0.01, 0.06, 0.14], [0.11, 0.08, -0.09], [0.04, 0.35, -0.14], [-1.56, 0.29, 1.50]]}

2.
{"formula": "C11H12N2O2", "method": "ωB97M-V/def2-TZVPD", "gap_ha": 0.268, "total_energy_ha": -686.16002, "fmax_ev_per_a": 8.605, "elements": ["C", "C", "C", "C", "C", "C", "C", "C", "C", "C", "C", "N", "N", "O", "O", "H", "H", "H", "H", "H", "H", "H", "H", "H", "H", "H", "H"], "positions_angstrom": [[2.350, 0.632, -1.408], [2.303, 0.855, -0.040], [1.436, -0.244, -2.083], [1.391, 0.058, 0.652], [0.482, -0.911, -1.343], [0.442, -0.811, 0.030], [-1.795, 1.938, 1.071], [-1.268, -1.663, 1.793], [-0.455, -1.759, 0.727], [-2.055, 3.131, 0.300], [-0.341, -3.265, 0.259], [-1.394, 1.018, 1.738], [-1.243, -0.012, 2.355], [-2.004, -2.333, 2.484], [-1.560, -3.823, -0.126], [3.056, 1.188, -1.921], [3.022, 1.545, 0.439], [1.623, -0.499, -3.064], [1.354, 0.027, 1.784], [-0.291, -1.493, -1.871], [-1.470, 3.078, -0.672], [-1.763, 4.052, 0.849], [-3.143, 3.234, 0.177], [0.224, -3.906, 1.042], [0.277, -3.297, -0.650], [-1.614, -0.221, 3.243], [-2.275, -3.841, 0.513]], "forces_ev_per_angstrom": [[-1.84, -1.00, 0.01], [-0.54, -0.87, -0.11], [1.46, 1.29, 3.07], [-1.01, -0.63, 2.06], [-0.56, 0.07, -1.42], [0.64, 0.67, 1.23], [2.23, -4.09, 2.96], [0.56, 0.49, -0.76], [0.54, -1.95, -0.23], [0.32, 0.96, -0.55], [0.77, 0.62, 1.00], [-3.65, 6.64, -4.07], [1.66, -4.02, 0.73], [0.22, 0.57, 0.03], [-0.46, -0.78, -1.02], [1.34, 0.76, -1.42], [-0.63, -0.57, -0.18], [0.00, -0.09, -2.15], [0.22, 0.30, -1.42], [0.57, 0.03, 0.35], [-0.93, 0.09, 1.07], [0.22, -0.64, -0.26], [0.40, -0.19, -0.51], [-1.03, 0.95, -0.88], [-0.16, 0.02, 0.38], [-0.82, 1.01, 1.45], [0.49, 0.37, 0.64]]}

3.
{"formula": "C3H5O4Pt", "method": "ωB97M-V/def2-TZVPD", "s2": 2.004, "gap_ha": [0.305, 0.227], "multiplicity": 3, "total_energy_ha": -537.08672, "charge": 1, "fmax_ev_per_a": 11.160, "elements": ["O", "C", "C", "O", "O", "C", "Pt", "H", "H", "H", "H", "O", "H"], "positions_angstrom": [[-0.397, -1.209, 2.067], [0.556, -1.846, 1.384], [-0.702, 0.021, 1.364], [1.663, -2.059, 1.831], [0.393, -1.577, 0.092], [-0.257, -0.269, -0.060], [0.988, 0.973, -0.937], [-0.193, 0.820, 1.919], [-1.772, 0.244, 1.415], [-1.183, -0.348, -0.652], [-0.513, 1.499, -2.816], [0.491, 1.529, -2.549], [0.925, 2.223, -3.058]], "forces_ev_per_angstrom": [[-1.45, 0.25, 0.74], [3.96, 3.19, 2.03], [-0.18, -0.43, 1.14], [-2.03, -1.73, -0.41], [-1.25, 1.03, -3.48], [-0.68, -2.78, 2.17], [3.10, -2.62, 8.31], [0.15, -0.06, -0.37], [0.11, -0.29, 0.06], [0.61, -0.18, -0.59], [2.61, 0.22, 0.47], [-4.99, 3.04, -9.51], [0.02, 0.35, -0.56]]}

4.
{"formula": "C24H30B2F26O12Sn", "method": "ωB97M-V/def2-TZVPD", "gap_ha": 0.246, "total_energy_ha": -4696.38600, "fmax_ev_per_a": 3.580, "elements": ["Sn", "B", "F", "F", "F", "F", "B", "F", "F", "F", "F", "C", "C", "O", "C", "O", "C", "F", "F", "F", "H", "H", "H", "H", "H", "C", "C", "O", "C", "O", "C", "F", "F", "F", "H", "H", "H", "H", "H", "C", "C", "O", "C", "O", "C", "F", "F", "F", "H", "H", "H", "H", "H", "C", "C", "O", "C", "O", "C", "F", "F", "F", "H", "H", "H", "H", "H", "C", "C", "O", "C", "O", "C", "F", "F", "F", "H", "H", "H", "H", "H", "C", "C", "O", "C", "O", "C", "F", "F", "F", "H", "H", "H", "H", "H"], "positions_angstrom": [[-3.564, 1.911, 1.246], [-1.175, -0.097, 0.480], [-2.432, -0.726, 0.653], [-1.175, 0.909, 1.495], [-0.179, -1.017, 0.786], [-0.970, 0.408, -0.776], [-4.659, 0.642, -1.737], [-5.428, 1.407, -0.802], [-3.288, 1.031, -1.473], [-4.707, -0.696, -1.334], [-5.037, 0.819, -3.025], [3.584, -1.044, -1.516], [2.309, -1.739, -1.098], [2.496, -3.101, -1.515], [1.437, -3.864, -1.732], [0.299, -3.552, -1.563], [1.772, -5.271, -2.257], [3.054, -5.440, -2.570], [1.420, -6.191, -1.351], [1.013, -5.500, -3.337], [3.664, -0.990, -2.602], [4.519, -1.495, -1.177], [3.653, -0.029, -1.114], [1.452, -1.274, -1.590], [2.066, -1.687, -0.038], [2.544, 0.947, 3.007], [1.814, 1.643, 1.875], [2.180, 3.015, 1.632], [3.208, 3.309, 0.871], [3.901, 2.518, 0.297], [3.469, 4.833, 0.750], [4.684, 5.145, 1.190], [3.339, 5.219, -0.513], [2.590, 5.502, 1.519], [2.588, 1.575, 3.902], [3.616, 0.781, 2.870], [1.951, 0.052, 3.188], [0.845, 1.837, 2.332], [1.694, 0.993, 1.012], [-5.770, -3.536, 1.025], [-4.510, -3.577, 1.866], [-3.692, -4.692, 1.523], [-2.665, -4.468, 0.720], [-2.380, -3.442, 0.185], [-1.838, -5.738, 0.403], [-1.712, -5.900, -0.904], [-0.590, -5.560, 0.880], [-2.361, -6.818, 0.982], [-6.191, -2.527, 1.108], [-6.537, -4.214, 1.394], [-5.609, -3.641, -0.047], [-4.823, -3.654, 2.908], [-3.940, -2.650, 1.791], [3.310, -2.582, 2.468], [1.875, -3.059, 2.319], [1.500, -3.797, 3.508], [1.256, -3.145, 4.620], [1.228, -1.956, 4.760], [0.831, -4.137, 5.721], [-0.411, -4.570, 5.485], [1.655, -5.175, 5.844], [0.826, -3.491, 6.895], [3.611, -1.943, 1.640], [3.880, -3.512, 2.557], [3.576, -2.065, 3.391], [1.775, -3.770, 1.507], [1.197, -2.212, 2.223], [1.574, 1.586, -3.470], [1.302, 1.090, -4.871], [0.205, 1.851, -5.419], [-1.030, 1.567, -5.038], [-1.351, 0.727, -4.258], [-2.042, 2.559, -5.684], [-1.460, 3.355, -6.583], [-3.021, 1.881, -6.267], [-2.534, 3.347, -4.714], [1.409, 2.661, -3.388], [2.638, 1.423, -3.279], [0.976, 1.132, -2.679], [1.133, 0.019, -4.957], [2.183, 1.338, -5.460], [-0.483, 7.086, 1.749], [-1.325, 7.130, 0.500], [-0.868, 6.103, -0.417], [-1.293, 4.884, -0.306], [-2.115, 4.510, 0.505], [-0.547, 3.896, -1.228], [-0.007, 2.917, -0.505], [-1.445, 3.315, -2.027], [0.400, 4.484, -1.940], [0.574, 7.016, 1.498], [-0.718, 6.218, 2.371], [-0.625, 7.923, 2.432], [-1.188, 8.046, -0.065], [-2.377, 6.987, 0.739]], "forces_ev_per_angstrom": [[1.39, -1.69, -2.83], [0.70, -2.40, -1.02], [-0.82, 1.14, 0.14], [-1.11, 1.98, 0.58], [0.16, 0.29, 0.33], [-0.05, 0.37, 0.52], [0.97, -1.92, 0.01], [0.03, 0.91, 1.19], [-0.36, 1.24, 0.85], [-0.50, 0.31, -0.01], [-0.05, 0.48, 0.11], [0.61, 0.68, 0.26], [0.12, 0.54, -0.29], [0.29, -0.72, -0.15], [-0.44, 0.59, 0.30], [-0.11, -0.03, 0.00], [-0.47, -0.13, -0.06], [0.03, -0.05, -0.06], [0.28, 0.05, 0.20], [0.33, 0.05, -0.18], [-0.17, 0.02, -0.02], [-0.31, -0.49, 0.18], [-0.38, 0.07, -0.13], [-0.08, -0.33, -0.17], [0.26, -0.20, 0.06], [0.93, 0.83, 0.09], [-0.88, -0.08, 1.53], [0.30, 0.66, -0.14], [0.41, -0.83, -0.33], [0.16, 0.13, -0.13], [-0.52, -0.44, 0.80], [0.15, -0.08, -0.20], [-0.01, 0.16, -0.06], [-0.01, 0.30, -0.32], [-0.69, -0.02, 0.04], [-0.19, -0.62, -0.64], [0.43, -0.22, 0.28], [-0.33, -0.38, -0.56], [0.27, 0.52, -0.42], [-0.27, 0.84, -0.11], [-0.61, 0.76, -0.03], [0.14, -0.69, 0.69], [-0.07, 0.21, -0.94], [0.10, 0.15, 0.17], [0.30, 0.60, 0.61], [-0.43, -0.34, -0.10], [-0.07, -0.12, 0.26], [0.13, -0.28, -0.32], [-0.02, -0.04, 0.14], [0.14, -0.26, -0.19], [0.22, -0.32, 0.07], [0.37, -0.48, 0.06], [0.13, -0.14, -0.34], [0.38, -0.98, 0.35], [0.11, 1.20, 0.84], [0.14, -0.80, -0.03], [-0.42, 0.17, -0.81], [0.14, 0.10, 0.30], [0.18, 0.59, 0.72], [0.06, -0.18, -0.09], [-0.10, -0.12, -0.26], [-0.09, -0.11, -0.05], [0.16, -0.29, -0.16], [0.48, 0.26, -0.59], [-0.70, 0.29, 0.04], [-0.15, 0.06, -0.05], [-0.22, -0.21, -0.23], [0.41, -0.17, 0.58], [-0.03, 0.48, 0.50], [0.21, 0.09, -0.92], [0.34, 0.07, 0.28], [-0.31, -0.18, -0.04], [0.64, -0.25, 0.39], [-0.17, 0.00, -0.16], [-0.18, 0.20, 0.03], [-0.24, -0.14, -0.17], [0.06, 0.04, -0.32], [-0.10, -0.07, 0.33], [-0.03, -0.24, -0.18], [-0.29, 0.02, 0.15], [-0.34, 0.11, -0.43], [0.38, -0.45, 0.62], [-0.19, 0.21, 0.38], [0.20, -0.06, -0.52], [0.40, 0.27, 0.82], [-0.65, -0.85, 0.11], [-0.57, -0.68, -0.33], [0.28, 0.35, 0.37], [0.08, 0.36, -0.19], [-0.04, 0.06, -0.05], [0.01, 0.15, -0.03], [-0.05, -0.16, -0.27], [-0.14, 0.31, -0.42], [-0.03, 0.03, 0.03], [-0.04, -0.06, -0.24]]}